DFT (the ωB97M-V functional and the def2-TZVPD basis) results for a 2-piece molecular cluster, C29H52FN3S2 overall at a distorted geometry.

Values from the calculation:
Highest occupied orbital energy: -0.2758 hartree

Each line ends with the Mulliken charge.
CARTESIAN COORDINATES (ANGSTROEM)
C  2.80  2.94  2.90  -1.39
C  3.32  2.57  1.49  0.71
C  3.86  1.15  1.44  -0.39
C  4.75  0.87  0.23  -1.50
N  4.20  1.35  -1.08  0.77
C  4.06  0.25  -2.04  -1.99
C  2.89  -0.70  -1.77  -0.17
C  1.58  -0.19  -2.35  -0.32
C  0.33  -1.05  -2.15  -2.17
C  -0.30  -1.13  -0.74  2.70
C  -0.15  0.20  0.01  -1.96
C  0.42  -2.27  0.04  -1.04
C  -0.71  -3.34  0.24  -0.99
C  -1.89  -2.42  0.50  1.04
C  -3.25  -3.02  0.86  -0.69
C  -3.14  -3.88  2.13  -0.89
C  -3.67  -3.20  3.42  -1.62
C  -3.22  -1.77  3.50  0.80
C  -1.92  -1.46  3.80  -0.28
C  -1.54  -0.13  3.78  -0.45
C  -2.45  0.87  3.51  -0.36
C  -3.77  0.56  3.25  -0.75
C  -4.15  -0.77  3.24  -0.47
N  -1.78  -1.48  -0.68  0.39
C  -2.48  -2.00  -1.88  -0.73
C  -3.88  -1.45  -1.99  -1.11
C  -3.91  0.05  -2.33  -0.28
N  -5.05  0.66  -1.63  -0.65
C  5.14  2.31  -1.59  -0.03
S  6.53  1.92  -2.30  -0.16
S  4.73  4.04  -1.37  -0.21
C  3.42  4.25  -2.62  -0.89
C  2.20  3.34  -2.46  1.37
C  0.95  4.10  -2.89  -1.78
H  2.99  2.12  3.57  0.36
H  1.74  3.15  2.92  0.33
H  3.34  3.82  3.26  0.34
H  2.52  2.74  0.77  -0.48
H  4.14  3.24  1.27  0.18
H  4.42  0.98  2.36  0.55
H  3.04  0.44  1.47  0.12
H  4.85  -0.21  0.18  0.36
H  5.71  1.33  0.45  0.65
H  4.04  0.60  -3.07  0.80
H  4.97  -0.36  -1.97  0.48
H  2.85  -0.88  -0.70  0.14
H  3.11  -1.66  -2.22  0.45
H  1.43  0.84  -2.06  -0.47
H  1.72  -0.15  -3.43  0.54
H  0.57  -2.07  -2.45  0.33
H  -0.40  -0.69  -2.87  0.59
H  -0.79  0.24  0.89  0.50
H  0.87  0.27  0.35  0.10
H  -0.31  1.03  -0.67  0.17
H  0.64  -1.92  1.06  0.17
H  1.28  -2.69  -0.46  0.78
H  -0.41  -3.97  1.06  0.58
H  -0.78  -3.84  -0.73  0.29
H  -1.55  -1.83  1.34  -1.11
H  -4.03  -2.27  0.97  0.29
H  -3.60  -3.68  0.06  0.47
H  -2.11  -4.13  2.31  0.27
H  -3.69  -4.81  2.03  0.45
H  -3.27  -3.77  4.26  0.46
H  -4.75  -3.26  3.51  0.39
H  -1.19  -2.22  3.99  0.35
H  -0.52  0.11  3.99  0.45
H  -2.13  1.90  3.49  0.43
H  -4.53  1.30  3.04  0.46
H  -5.17  -1.05  3.04  0.42
H  -2.34  -0.67  -0.42  0.70
H  -2.56  -3.08  -1.82  0.40
H  -1.97  -1.79  -2.81  0.51
H  -4.45  -1.58  -1.08  0.32
H  -4.40  -2.00  -2.77  0.52
H  -2.98  0.54  -2.02  0.19
H  -4.11  0.21  -3.38  0.44
H  -4.88  0.71  -0.63  0.18
H  -5.28  1.56  -2.00  0.25
H  3.88  4.12  -3.59  0.34
H  3.08  5.27  -2.49  0.50
H  2.13  3.01  -1.43  -0.53
H  2.34  2.45  -3.06  0.06
H  0.66  4.80  -2.12  0.40
H  0.12  3.43  -3.10  0.38
H  1.17  4.64  -3.81  0.46
F  0.67  -1.43  3.08  -0.85

***

DFT (the ωB97M-V functional and the def2-TZVPD basis) results for an isolated ion of composition CH5N2OS and charge +1 at a distorted geometry.

Values from the calculation:
Multiplicity: 3
Total charge: +1
Highest occupied orbital energy (alpha / beta): -0.4158 / -0.5238 hartree

Each line ends with the Mulliken spin population.
CARTESIAN COORDINATES (ANGSTROEM)
C  0.18  0.28  0.80  0.44
N  1.27  0.61  1.34  0.00
N  -0.61  -0.98  -1.97  0.09
O  -0.90  0.78  1.44  0.06
S  0.65  -0.44  -1.24  1.37
H  1.05  1.13  2.18  0.01
H  2.15  0.35  1.00  0.00
H  -1.18  -0.50  -2.61  0.03
H  -1.82  0.76  1.10  -0.02
H  -0.80  -1.98  -2.05  0.03

***

DFT (the ωB97M-V functional and the def2-TZVPD basis) results for one molecule with the formula C4H8BrF at a distorted geometry.

Values from the calculation:
SMILES: CC(C)(F)CBr
Energy above the lowest of the compared OMol25 structures with the same formula, charge and spin: 14.4 kcal per mole
Highest occupied orbital energy: -0.3689 hartree

Each line ends with the Mulliken charge.
CARTESIAN COORDINATES (ANGSTROEM)
C  1.38  -0.22  0.72  -1.20
C  -0.02  -0.40  -0.05  1.06
C  -0.08  0.23  -1.50  -1.25
F  -0.24  -1.78  -0.04  -0.36
C  -1.02  0.29  0.83  -0.99
Br  -2.82  0.21  -0.03  -0.18
H  1.37  -0.57  1.83  0.32
H  1.47  0.92  0.82  0.31
H  2.15  -0.70  0.12  0.35
H  -0.80  -0.40  -1.98  0.46
H  -0.13  1.36  -1.43  0.31
H  0.93  0.07  -2.03  0.32
H  -0.80  1.33  0.99  0.45
H  -1.38  -0.34  1.75  0.39

***

DFT (the ωB97M-V functional and the def2-TZVPD basis) results for an isolated ion of composition C3H8NOS and charge -1 at a distorted geometry.

Values from the calculation:
Total charge: -1
SMILES: N[C@H](C[O-])CS
Energy above the lowest of the compared OMol25 structures with the same formula, charge and spin: 39.4 kcal per mole
Highest occupied orbital energy: -0.0958 hartree

Each line ends with the Mulliken charge.
CARTESIAN COORDINATES (ANGSTROEM)
N  0.86  -1.12  0.26  -0.70
C  0.07  0.01  -0.30  0.10
C  0.83  1.35  -0.11  -0.71
O  1.99  1.31  -0.82  -0.89
C  -1.34  -0.06  0.26  -0.62
S  -2.27  -1.52  -0.35  -0.35
H  1.71  -1.10  -0.31  0.31
H  1.18  -0.79  1.17  0.28
H  0.11  -0.12  -1.39  0.32
H  1.02  1.53  0.96  0.24
H  0.13  2.12  -0.54  0.22
H  -1.87  0.88  0.11  0.38
H  -1.27  -0.22  1.34  0.27
H  -1.15  -2.26  -0.28  0.16

***

DFT (the ωB97M-V functional and the def2-TZVPD basis) results for one molecule with the formula C3H8N2O2 at a distorted geometry.

Values from the calculation:
SMILES: CCN[C@H](O)N=O
Energy above the lowest of the compared OMol25 structures with the same formula, charge and spin: 112.5 kcal per mole
Highest occupied orbital energy (alpha / beta): -0.3515 / -0.3515 hartree

Each line ends with the Mulliken charge.
CARTESIAN COORDINATES (ANGSTROEM)
C  1.20  -0.83  -0.07  -0.93
C  0.70  0.61  0.00  -0.53
N  -0.67  0.74  0.54  -0.31
C  -1.82  0.38  -0.31  0.17
O  -2.90  1.33  -0.25  -0.46
N  -2.13  -1.01  -0.07  0.13
O  -3.16  -1.36  0.45  -0.40
H  1.57  -1.13  1.03  0.22
H  0.34  -1.62  -0.27  0.26
H  1.99  -0.88  -0.70  0.39
H  1.44  1.27  0.50  0.32
H  0.80  0.97  -0.97  0.34
H  -0.78  0.21  1.37  0.25
H  -1.30  0.49  -1.24  0.20
H  -3.62  0.75  -0.05  0.35

***

DFT (the ωB97M-V functional and the def2-TZVPD basis) results for one molecule with the formula C3H4F2N2O at a distorted geometry.

Values from the calculation:
SMILES: O=C1NNCC1(F)F
Energy above the lowest of the compared OMol25 structures with the same formula, charge and spin: 14.2 kcal per mole
Highest occupied orbital energy: -0.3409 hartree

Each line ends with the Mulliken charge.
CARTESIAN COORDINATES (ANGSTROEM)
O  -0.83  2.35  0.01  -0.58
C  -0.34  1.24  -0.03  0.04
N  0.99  0.91  -0.03  -0.07
N  1.28  -0.40  0.30  -0.43
C  0.05  -1.13  -0.16  -0.64
C  -1.05  -0.12  0.09  1.11
F  -2.02  -0.19  -0.86  -0.31
F  -1.65  -0.15  1.31  -0.28
H  1.63  1.60  0.38  0.28
H  2.10  -0.67  -0.26  0.28
H  0.07  -1.43  -1.22  0.32
H  -0.23  -2.02  0.47  0.27

***

DFT (the ωB97M-V functional and the def2-TZVPD basis) results for C3H4O4Tl as an isolated structure at a distorted geometry.

Values from the calculation:
Total charge: +1
Energy above the lowest of the compared OMol25 structures with the same formula, charge and spin: 140.2 kcal per mole
Highest occupied orbital energy (alpha / beta): -0.5687 / -0.5401 hartree

Each line ends with the Mulliken charge.
CARTESIAN COORDINATES (ANGSTROEM)
Tl  -2.33  0.14  0.87  0.85
O  -0.71  -0.68  1.46  -0.54
O  0.53  -1.77  -0.62  -0.20
C  1.83  -1.39  -0.91  -0.16
C  1.92  0.11  -0.61  -0.48
O  1.07  0.31  0.52  -0.33
C  -0.16  -0.28  0.33  1.10
H  2.56  -1.92  -0.26  0.32
H  2.10  -1.54  -1.98  0.33
H  1.52  0.70  -1.45  0.32
H  2.93  0.43  -0.32  0.32
O  -0.99  0.40  -0.45  -0.52